{"formula": "C17H28N2O2", "method": "ωB97M-V/def2-TZVPD", "elements": ["C", "H", "C", "H", "C", "H", "H", "H", "C", "C", "O", "C", "H", "H", "H", "C", "C", "C", "C", "H", "H", "H", "N", "H", "C", "C", "H", "C", "H", "H", "O", "H", "C", "H", "H", "H", "H", "H", "C", "H", "H", "C", "H", "H", "N", "H", "H", "H", "C"], "coordinates": [[0.081418, -1.662141, -1.530522], [0.303136, -3.078195, 3.068418], [0.086714, 2.027438, 1.501317], [-3.638321, -0.818540, -2.891011], [-0.618422, 3.209657, 1.684761], [-3.414778, 0.129463, -0.644643], [3.954698, -0.979822, -0.344992], [1.066608, 1.916285, 1.946925], [3.560305, 0.273411, 1.340192], [2.017637, -2.424868, 1.938997], [-0.626310, -2.532108, -1.063161], [0.515593, -2.453847, 2.203814], [2.418438, -3.453324, 1.945687], [-2.199172, -1.216118, -3.837530], [4.542293, 0.740930, 1.325843], [-1.863649, 1.270420, -2.732352], [-2.333645, -0.004680, -0.593055], [-2.596844, -1.121579, -2.829203], [-1.883653, 3.342590, 1.124343], [0.757538, 4.016982, 2.746424], [-3.412641, 2.412658, -0.024193], [-1.272859, 2.010965, -2.197093], [2.325063, -1.754032, 0.683448], [2.861983, 0.900722, 0.792803], [-2.424419, 2.300597, 0.398225], [3.626666, -1.104586, 0.689920], [-0.022733, -2.849341, 1.346717], [1.591244, -1.831710, -1.661401], [2.084180, -0.862900, -1.740963], [-2.893525, 1.614680, -2.763386], [-0.111972, 4.253214, 2.402036], [-1.496949, 1.193920, -3.754260], [-1.788566, -0.088121, -2.038493], [3.226813, 0.200934, 2.372197], [1.414554, -3.394065, -0.227923], [-2.127657, -0.962438, -0.113732], [0.149065, -1.449950, 2.401358], [0.280985, 0.195145, -2.327873], [-0.461625, 0.991838, 0.766123], [-2.537444, -2.088966, -2.339853], [-2.425787, 4.262684, 1.274428], [2.144352, -2.619750, -0.470465], [0.103017, 0.080555, 0.636660], [2.507202, -1.879977, 2.749056], [-0.384133, -0.492868, -2.015201], [1.771518, -2.393136, -2.581494], [4.383668, -1.723078, 1.202826], [3.086430, -3.118574, -0.751138], [-1.727788, 1.111811, 0.206517]], "forces_ev_per_a": [[0.631, 0.295, -0.256], [-0.085, -0.065, 0.109], [0.064, 0.180, 0.090], [-0.142, 0.069, -0.016], [-0.048, -0.246, -0.157], [-0.053, -0.033, -0.012], [0.028, -0.061, 0.028], [0.107, -0.022, 0.037], [0.131, -0.277, -0.145], [-0.242, -0.026, 0.106], [-0.228, -0.305, 0.198], [0.298, -0.087, 0.031], [0.063, 0.096, 0.024], [0.024, 0.005, -0.117], [0.092, 0.104, 0.064], [0.145, -0.241, 0.105], [0.202, 0.018, -0.100], [0.104, 0.050, 0.143], [0.218, 0.214, 0.189], [-0.116, 0.000, -0.064], [-0.118, -0.003, -0.051], [0.045, 0.110, 0.019], [-0.036, 0.038, -0.015], [-0.081, 0.093, -0.047], [0.147, -0.073, 0.058], [-0.027, 0.268, 0.103], [-0.091, -0.055, -0.071], [0.004, -0.448, 0.294], [0.064, 0.023, -0.067], [-0.116, 0.047, 0.005], [0.044, 0.133, 0.098], [0.022, -0.015, -0.124], [-0.429, -0.149, -0.080], [-0.042, 0.042, 0.140], [0.081, 0.003, -0.041], [-0.131, -0.014, -0.024], [-0.060, 0.104, 0.014], [0.077, -0.120, 0.074], [-0.132, 0.065, -0.010], [-0.056, -0.069, -0.008], [-0.078, 0.115, 0.019], [-0.050, 0.069, -0.261], [0.089, -0.122, 0.040], [0.052, -0.060, -0.018], [-0.069, 0.401, -0.181], [-0.013, 0.058, -0.078], [-0.036, -0.020, -0.127], [-0.080, 0.007, 0.059], [-0.174, -0.096, 0.025]], "molar_mass_da": 292.42, "spin_multiplicity": 1, "de_lowest_kcal_mol": 27.7, "lumo_energy_ha": 0.0254, "e_homo_ev": -8.3}